DFT (ωB97M-V/def2-TZVPD) results for C4H5NOS in the gas phase.

Bonds (Å) are listed after each position.
Element x y z (Å)
1 C 1.071 -1.086 0.929  H5 1.307, H6 1.084, H7 1.049, O11 1.620
2 C -0.526 0.375 -0.009  C3 1.514, N10 1.375, O11 1.329
3 C 0.139 0.090 -1.339  C2 1.514, C4 1.196
4 C 0.533 -0.266 -2.410  C3 1.196, H9 1.090
5 H 1.730 -0.333 0.088  C1 1.307
6 H 1.538 -1.359 1.869  C1 1.084
7 H 0.643 -1.924 0.467  C1 1.049
8 H -2.397 1.097 2.039  S12 1.626
9 H 0.827 -0.074 -3.442  C4 1.090
10 N -1.279 1.485 -0.308  C2 1.375, S12 1.647
11 O -0.306 -0.258 1.139  C1 1.620, C2 1.329
12 S -1.973 2.251 0.975  H8 1.626, N10 1.647

Computed properties:
SMILES: C#C/C(=N/S)OC
Relative energy (zero: lowest compared OMol25 entry of this formula, charge and spin): 582.9 kJ/mol
Kohn-Sham gap: 0.309 Eh
HOMO: -8.11 eV
F_max: 5.9 eV/Å
Calculated total energy: -18595.878 eV